[1]
C2H5Cl3O2SSi | the ωB97M-V functional and the def2-TZVPD basis

Each line ends with the Mulliken charge.
Atoms and positions in Å:
C 1.2446 -1.6068 -0.0081  -0.95
C -1.1612 0.9233 0.3131  -0.85
O 1.3487 1.6253 0.4647  -0.51
O 0.4918 1.1289 -1.7087  -0.48
Si -0.5829 -1.1922 0.2972  0.80
S 0.2197 1.5681 -0.3793  0.91
Cl -1.7348 -1.7235 -1.2528  -0.24
Cl -1.1269 -1.9503 2.0889  -0.24
Cl -0.4942 3.5359 -0.5524  -0.30
H 1.4055 -1.9104 -1.0102  0.32
H 1.7669 -0.5723 0.2249  0.30
H 1.6327 -2.4911 0.5234  0.35
H -1.9238 1.3623 -0.2937  0.51
H -1.0862 1.3027 1.2931  0.38

Values from the calculation:
* multiplicity: 1
* gap between HOMO and LUMO: 11.2 eV
* E_LUMO: 0.00851 Ha
* HOMO: -11.02 eV
* energy relative to the best compared isomer or geometry (same formula, charge and spin): 14.3 kcal per mole
* maximum force: 3.47 eV Å⁻¹

=====

[2]
C23H23BCl2F3N6O3Ti | the ωB97M-V functional and the def2-TZVPD basis

Each line ends with the Mulliken charge.
Atoms and positions in Å:
Ti 0.0260 -1.2583 0.0472  -0.99
C 1.0889 -4.3006 2.6792  -1.24
C 1.2260 -2.9688 2.3033  -0.11
N 0.2159 -2.6323 1.5003  0.36
N -0.5525 -3.7154 1.3254  -0.11
C -0.0556 -4.7350 2.0332  -0.04
B -1.8239 -3.6572 0.4575  0.55
N -1.4370 -3.4703 -1.0222  -0.16
C -1.6470 -4.2877 -2.0629  -0.22
C -1.3066 -3.6239 -3.2246  -1.23
C -0.8875 -2.3699 -2.7949  -0.09
N -0.9747 -2.2863 -1.4672  0.53
N -2.5423 -2.3590 0.8744  -0.21
C -3.7796 -2.1694 1.3432  -0.16
C -3.9515 -0.8174 1.5795  -1.20
C -2.7406 -0.2390 1.2172  -0.09
N -1.8970 -1.1822 0.7883  0.87
H 1.7232 -4.8637 3.3313  0.45
H 1.9900 -2.2581 2.5765  0.51
H -0.5388 -5.6911 2.0554  0.48
H -2.4893 -4.6157 0.6081  -0.08
H -2.0103 -5.2839 -1.9259  0.49
H -1.3485 -3.9912 -4.2292  0.45
H -0.5542 -1.5384 -3.3903  0.39
H -4.4604 -2.9878 1.4760  0.47
H -4.8219 -0.3253 1.9576  0.48
H -2.4498 0.7958 1.2448  0.30
C 2.4989 -0.2574 -3.6237  -1.72
C 2.4918 -0.5263 -2.1221  1.71
C 3.8961 -0.4645 -1.5233  -1.78
O 1.5846 0.3620 -1.4514  -0.11
C 1.9525 -1.9351 -1.7795  0.18
O 1.9488 -2.8666 -2.5419  -0.54
O 1.5053 -1.9781 -0.5614  -0.37
H 3.1145 0.6103 -3.8445  0.43
H 1.4908 -0.0698 -3.9863  0.31
H 2.8980 -1.1223 -4.1439  0.38
H 4.3483 0.5099 -1.7013  0.50
H 4.5194 -1.2275 -1.9858  0.43
H 3.8475 -0.6481 -0.4481  0.36
H 2.0862 1.1027 -1.0786  0.16
F 1.0420 7.8257 2.0838  -0.27
C -0.0796 7.1031 2.1477  0.88
F -0.8304 7.4598 1.0845  -0.25
F -0.7498 7.5155 3.2332  -0.26
C 0.1631 5.6194 2.1424  0.29
C -0.9204 4.7785 2.3698  -1.05
C -0.7591 3.4169 2.2428  -0.30
C 0.4804 2.8817 1.8767  0.12
C 1.5753 3.7318 1.7141  -0.35
C 1.4155 5.0978 1.8470  -0.79
C 0.5407 1.5043 1.5438  0.66
C 0.4788 0.3590 1.1350  -0.21
H -1.8807 5.1988 2.6263  0.43
H -1.5977 2.7549 2.3959  0.45
H 2.5430 3.3232 1.4617  0.48
H 2.2522 5.7636 1.7069  0.49
Cl -0.1986 3.2163 -1.0975  0.00
C -1.2459 2.2656 -2.1504  -0.62
Cl -1.3373 0.5761 -1.5746  0.15
H -0.8241 2.2662 -3.1540  0.37
H -2.2512 2.6847 -2.1244  0.42

Values from the calculation:
* multiplicity: 1
* gap between HOMO and LUMO: 7.3 eV
* E_LUMO: -0.16022 Ha
* HOMO: -11.69 eV
* energy relative to the best compared isomer or geometry (same formula, charge and spin): 38.1 kcal per mole
* maximum force: 2.87 eV Å⁻¹
* total charge: +1